[1]
A 21-piece molecular cluster, C11H64NO20 overall in a non-equilibrium geometry, computed with ωB97M-V with the def2-TZVPD basis set.

* Kohn-Sham gap: 10.010 eV
* net charge: +1
* relative energy (zero: lowest compared OMol25 entry of this formula, charge and spin): 142.97 kJ/mol
* HOMO level: -12.557 eV

```
96
Properties=species:S:1:pos:R:3:forces:R:3
C 3.13991 0.13356 1.67536 1.2225 -1.8198 -4.7145
C 2.18291 1.16356 1.13936 -2.3027 -3.0385 -2.8448
C 0.64191 0.76256 1.43336 3.1253 -1.7190 2.4609
C 0.12191 -0.38744 0.57136 0.5550 0.0281 2.1843
N -1.38909 -0.36344 0.46736 -0.8488 0.5110 -1.8544
C -2.08209 -0.64344 1.71236 2.8289 -1.0426 5.8261
C -2.12509 -2.14944 2.08836 -4.1749 2.3860 -6.1354
C -2.00009 -2.72544 0.68136 0.9104 -2.3941 -0.0046
C -1.89709 -1.54144 -0.26764 1.7483 -2.0420 1.5758
C -1.97309 0.90656 -0.16964 -0.0935 3.8084 0.7508
C -1.26609 1.30156 -1.44564 4.2385 -0.4317 -0.1482
C -1.78409 2.51056 -2.20164 2.8718 -0.1951 1.5116
H 2.90691 -0.85544 1.14336 0.3233 0.9520 1.2082
H 2.96591 0.12156 2.66036 -0.6384 -0.7824 3.8403
H 4.25991 0.22556 1.57436 -1.1610 0.5660 -0.3169
H 2.15491 1.36956 0.02936 0.7014 -0.2384 0.8883
H 2.35291 2.02156 1.62336 0.3991 3.5539 1.6323
H 0.19691 1.68256 1.34536 -1.7562 1.8922 -0.6843
H 0.60791 0.57356 2.54636 -0.2172 -0.1592 -1.1003
H 0.29491 -1.40844 0.96236 0.1545 0.6507 0.3303
H 0.80591 -0.33744 -0.25564 -1.1420 -0.1448 -1.6737
H -2.99609 -0.23544 1.64636 -3.3734 1.2573 -0.4355
H -1.68209 -0.30244 2.71636 0.2676 1.1090 -1.7372
H -3.15109 -2.36244 2.26036 -0.7018 -0.0262 1.5153
H -1.48609 -2.41144 2.77836 3.2684 -1.5968 3.4517
H -2.76609 -3.52344 0.42436 0.5418 1.3682 0.1122
H -1.06109 -3.31444 0.64136 -0.2679 0.4181 -0.3134
H -2.65309 -1.30744 -0.87064 -3.9383 1.1748 -1.5330
H -1.24109 -1.87044 -0.96364 2.8173 -0.4510 -2.2841
H -1.82109 1.79256 0.61436 -0.0109 -2.0182 -1.4478
H -3.07609 1.09456 -0.41264 0.9375 -1.9824 0.9985
H -1.16409 0.53756 -2.20964 -0.3800 -0.8726 0.2458
H -0.13409 1.45056 -1.16964 -1.9652 0.0915 -0.5782
H -2.74409 2.25756 -2.42064 -3.0433 0.2060 -0.9428
H -1.17109 2.80056 -3.04864 -0.0607 -0.6123 -0.3210
H -1.61709 3.30856 -1.52864 -0.7929 1.3840 0.6805
O -0.75409 -6.35244 0.78436 3.0605 0.4846 -2.3015
H -0.60809 -5.57844 0.15736 -0.5117 -1.3704 0.5543
H -1.45009 -6.17444 1.33736 -2.9082 0.6693 1.8753
O 2.60091 5.11056 2.05436 -1.4141 3.8975 -1.3323
H 2.56691 6.11456 2.31236 0.1487 -2.9848 -0.6768
H 3.01091 4.68156 2.75836 1.3018 -0.9913 2.0487
O -1.12009 -3.67944 -3.72064 -1.0472 3.3930 2.0198
H -1.74309 -4.15944 -4.21664 -0.9887 -1.4349 -1.2869
H -1.75209 -2.90144 -3.41364 2.0970 -1.9598 -0.7546
O 2.00891 -2.37244 -1.64864 -1.7994 4.6493 -0.4336
H 2.70791 -2.93044 -1.50464 2.7809 -2.2077 0.6103
H 2.42691 -1.43544 -1.62064 -0.8798 -2.3269 -0.1409
O -1.16809 4.74356 -4.94164 0.9263 0.5911 -1.7590
H -1.18809 4.94756 -5.91264 0.3205 -0.0676 1.2853
H -2.04109 4.42456 -4.81164 -1.3332 -0.6183 0.3667
O -0.09909 -5.18144 -1.46264 4.5459 0.3551 -1.1965
H 0.99691 -5.25044 -1.51364 -4.5429 0.2581 0.2276
H -0.31609 -4.68944 -2.29764 0.0295 -0.2726 0.7590
O -5.39909 0.70456 -2.05664 -0.9849 -0.7459 -2.1986
H -5.95809 0.00656 -2.59464 1.4423 2.8611 1.3231
H -5.40909 1.62956 -2.46864 -0.4785 -2.2623 0.4786
O 6.32691 0.26656 3.40836 -0.6786 -3.2512 4.2625
H 7.19491 0.11756 3.80536 -0.1702 0.5884 -0.8168
H 6.26891 0.73256 2.64336 0.9060 2.5905 -3.3279
O 0.30491 3.54556 2.95436 -1.1819 1.6204 -1.5919
H 0.97891 4.07956 2.45436 -0.4484 -0.4861 0.6402
H -0.54209 3.98956 2.62536 1.5852 -0.9960 0.9047
O -5.70009 1.16656 0.52736 -1.5568 4.0141 9.4109
H -5.61409 0.71156 -0.17064 1.2011 -4.9375 -8.9566
H -6.15909 0.51856 1.10536 0.3179 1.0362 -0.1251
O 0.85591 -2.46844 4.32836 -1.2995 2.5724 1.6908
H 0.65391 -3.16344 3.78136 -2.2252 -2.8838 -2.2761
H 1.75791 -2.60644 4.26036 3.4380 0.5274 0.5307
O 0.36391 -4.82344 2.85936 0.9295 1.0777 1.4051
H 1.22391 -5.11644 3.22436 -0.9076 -0.2361 -0.6649
H 0.06491 -5.38944 2.15636 0.2550 -1.0204 -0.7625
O 6.64991 2.24756 1.40836 2.5993 -0.4126 -3.4167
H 7.64691 2.48556 1.10036 -3.5218 -0.8130 1.2027
H 6.29291 1.78656 0.56436 0.8482 1.2466 2.0327
O -2.29709 6.18756 -2.40464 -2.0398 3.7206 -2.5160
H -2.14009 5.85756 -1.59564 0.9785 -1.9015 4.3123
H -2.01709 5.59556 -3.04364 1.1779 -1.6992 -1.7687
O 1.33991 1.44956 -3.35464 1.1197 -2.6089 2.3144
H 2.00191 0.67656 -3.23864 -1.4005 1.9340 0.3823
H 1.46091 1.59556 -4.25264 0.0286 0.7950 -2.8612
O 5.77091 -2.64744 3.09836 -4.7618 4.5034 -2.8982
H 5.82791 -1.61544 3.03336 0.6199 -2.7965 0.7748
H 6.44891 -3.07444 3.47536 4.1286 -1.6256 2.2178
O -4.62809 -0.62044 3.86636 1.9416 2.0028 4.0426
H -4.84409 0.11156 4.56936 0.6130 -2.1719 -2.0809
H -5.31509 -0.58544 3.27036 -2.5240 0.1759 -1.9772
O 1.16691 4.28956 -3.11764 4.7626 1.3171 7.2221
H 1.08691 3.40256 -3.13464 -0.2046 -4.7465 0.0830
H 0.75591 4.60256 -3.78664 -4.5274 3.5268 -7.1383
O 3.61591 0.26756 -2.34464 1.4514 -2.2723 -2.2200
H 4.18191 0.91656 -1.99364 0.4644 2.0212 1.4809
H 4.32491 -0.08444 -2.97564 -1.8152 -0.0851 0.7814
O -3.65309 -2.11244 -3.29864 4.9848 9.9794 1.6953
H -4.29009 -1.38544 -3.38164 0.4294 -0.4515 -0.0003
H -4.03209 -2.84044 -3.41764 -5.3245 -9.5611 -1.5992
```
Forces are in eV/Å.

---

[2]
C17H31IIrNS4Si as an isolated structure in a non-equilibrium geometry, computed with ωB97M-V with the def2-TZVPD basis set.

* Kohn-Sham gap (spin up / spin down): 5.060 / 5.062 eV
* 2S+1: 2
* net charge: +3
* relative energy (zero: lowest compared OMol25 entry of this formula, charge and spin): 130.76 kJ/mol
* HOMO level (spin up / spin down): -16.552 / -16.552 eV

```
56
Properties=species:S:1:pos:R:3:forces:R:3
Ir -0.84040 -1.08082 -0.59202 -0.8830 -0.8430 -0.0697
C -4.01647 -1.52185 -0.02256 0.0108 0.0192 0.0677
C -4.00309 -0.81183 -1.35898 0.0007 -0.0310 0.0101
S -2.44800 -1.01174 -2.27498 0.1023 0.1220 -0.1028
C -2.36430 -2.75965 -2.77777 -0.0046 0.0485 -0.0778
C -0.93310 -3.00198 -3.24228 -0.0270 -0.0165 0.1051
S 0.34254 -2.57120 -2.00284 0.0844 0.1298 -0.1172
C 0.25430 -3.94240 -0.78831 0.0804 0.0788 -0.0097
C 1.04133 -3.50967 0.44228 -0.0488 0.0437 0.0149
S 0.50409 -1.90750 1.16316 0.2014 0.2487 -0.1063
C -0.74000 -2.25371 2.45593 0.0025 -0.0308 -0.0309
C -2.15252 -2.43490 1.93560 -0.0192 0.0762 0.0436
S -2.59571 -0.93756 0.98162 0.0158 0.2006 -0.0217
H -3.95794 -2.60583 -0.11623 0.0364 0.0047 -0.0229
H -4.92561 -1.26997 0.52366 0.0005 -0.0263 0.0130
H -4.08294 0.26866 -1.21996 -0.0126 0.0070 -0.0713
H -4.82977 -1.11139 -2.00432 -0.0060 -0.0826 0.0448
H -3.05123 -2.90785 -3.61272 -0.0100 -0.0185 0.0108
H -2.65875 -3.41295 -1.95705 0.0406 0.0137 0.0233
H -0.69540 -2.37643 -4.10443 0.0316 -0.0154 -0.0010
H -0.77129 -4.03868 -3.53786 -0.0248 -0.0104 0.0139
H 0.72445 -4.81675 -1.24171 0.0016 -0.0067 0.0120
H -0.78461 -4.17208 -0.55686 -0.0034 -0.0054 -0.0147
H 2.08484 -3.33474 0.17625 0.0182 -0.0211 0.0548
H 1.02794 -4.26045 1.23227 -0.0487 -0.0316 -0.0309
H -0.68926 -1.37360 3.10018 0.0496 -0.0312 0.0389
H -0.39627 -3.10366 3.04551 -0.0474 -0.0448 -0.0339
H -2.84811 -2.52126 2.77168 -0.0113 -0.0074 -0.0095
H -2.25560 -3.30946 1.29417 0.0141 0.0054 -0.0074
I 1.70663 2.86935 -4.40700 -0.0468 -0.0079 0.0657
C 0.48859 2.58005 -2.75144 0.0427 -0.0018 -0.0592
C -0.13242 3.64066 -2.10143 0.0042 0.0081 -0.0091
C -0.93116 3.37501 -0.99865 0.0008 -0.0028 0.0168
C -1.09127 2.06752 -0.57870 -0.0329 -0.0048 -0.0245
N -0.49986 1.03952 -1.20752 0.3422 0.0522 0.2610
C 0.27514 1.29539 -2.27026 -0.0130 0.0047 -0.0282
H -0.00113 4.65534 -2.45418 -0.0027 0.0016 -0.0022
H -1.43559 4.17385 -0.47229 -0.0110 0.0018 -0.0067
H -1.71795 1.82345 0.27007 0.0065 0.0078 0.0107
H 0.73360 0.44277 -2.75489 0.0109 0.0059 0.0039
C 3.61528 1.69098 3.34510 -0.2766 -0.4809 -0.1805
Si 3.00025 2.80832 1.92720 -0.0163 0.7152 -0.3571
C 4.36559 3.34165 0.80120 0.0951 -0.0709 0.0770
C 1.91895 4.19254 2.51251 0.0255 -0.0736 0.1189
C 1.96964 1.47336 1.11058 0.2156 0.1949 0.1135
H 4.28004 2.41478 3.83404 -0.0032 0.0266 -0.0180
H 4.19941 0.83439 3.01861 0.0610 0.0250 0.0306
H 2.83742 1.38435 4.03919 0.0097 0.0455 0.0379
H 5.00118 4.02753 1.36931 0.0136 0.0018 -0.0234
H 3.99404 3.89321 -0.06295 -0.0429 -0.0093 0.0062
H 4.99870 2.52445 0.45516 -0.0174 -0.0240 0.0011
H 2.54253 4.85076 3.12434 -0.0257 0.0219 0.0015
H 1.07605 3.87796 3.12752 -0.0028 -0.0306 -0.0011
H 1.55129 4.78700 1.67545 0.0061 -0.0149 -0.0185
H 0.94131 1.23217 1.37939 0.0534 -0.0638 0.1437
H 2.37459 0.79492 0.35819 0.0597 -0.1033 0.1148
```
Forces are in eV/Å.

---

[3]
A 2-piece molecular cluster, C8H19INP overall in a non-equilibrium geometry, computed with ωB97M-V with the def2-TZVPD basis set.

* Kohn-Sham gap (spin up / spin down): 6.513 / 8.128 eV
* relative energy (zero: lowest compared OMol25 entry of this formula, charge and spin): 176.82 kJ/mol
* HOMO level (spin up / spin down): -7.591 / -8.684 eV

```
30
Properties=species:S:1:pos:R:3:forces:R:3
C 0.90645 -1.79817 1.24592 2.1183 1.3783 -0.6706
C -0.27563 -2.70235 -0.62015 1.9754 0.7131 -3.0221
C 1.72106 -1.37531 -1.20280 0.5698 1.0227 3.2907
C 1.36626 2.05713 -0.36279 0.0686 0.0699 1.7033
C -1.05991 2.72180 -0.72642 1.4166 -0.3065 -1.3014
C -0.27588 1.46900 1.28355 0.0568 -1.2368 2.4414
C 0.60173 -1.52879 -0.20173 -3.3987 1.0366 -1.6430
C -0.07789 1.65590 -0.17135 0.3199 -0.8434 0.3068
N -2.99763 0.07038 1.01823 0.0892 -2.0882 -0.6973
P -0.53162 -0.11500 -0.85677 -0.6380 1.1962 0.5063
I -4.59795 -0.19518 -0.21798 0.0222 0.2750 0.0385
H 1.70138 -1.13225 1.64511 -0.4728 -0.5049 -0.0335
H 0.04392 -1.75147 1.83492 -1.4102 0.5263 0.9099
H 1.18952 -2.82046 1.31643 0.8337 -0.9626 0.1371
H -0.82362 -2.59111 -1.54888 0.1817 0.4178 -0.5245
H -0.99650 -2.95618 0.01507 -2.8426 -0.8948 3.2288
H 0.34897 -3.54901 -0.77286 0.6912 -1.0173 -0.0195
H 2.26639 -0.52607 -0.82008 0.8011 0.2298 -0.4327
H 2.23744 -2.24262 -1.02320 2.2274 -2.1694 0.2420
H 1.59710 -1.34095 -2.22448 -1.1905 0.4164 -2.1328
H 1.67794 1.71260 -1.27467 1.4623 -0.6316 -2.3159
H 1.45735 3.10400 -0.32150 -0.2381 1.7144 -0.4950
H 2.08720 1.84730 0.45019 -0.5217 -1.0428 -0.3379
H -1.96751 2.59182 -0.16963 -0.8523 0.0472 -0.3073
H -1.13253 2.51581 -1.84324 -0.4805 0.5899 1.2959
H -0.69362 3.78379 -0.58004 -0.2238 -1.2624 -0.0721
H 0.09783 2.34310 1.87163 -0.4244 -0.6024 -0.2168
H -1.31475 1.21619 1.47702 -0.1413 0.7743 0.3648
H 0.20695 0.50536 1.67237 -0.0209 1.6339 -0.4656
H -2.76244 -0.96926 1.10812 0.0216 1.5211 0.2225
```
Forces are in eV/Å.